P | {
  "formula": "C2H4OS2",
  "method": "wB97M-V/def2-TZVPD",
  "symbols": ["C", "C", "O", "S", "S", "H", "H", "H", "H"],
  "positions_angstrom": [[0.6836, 0.1230, 1.7256], [1.0848, 0.7773, 0.8066], [-0.3802, -0.0001, -2.7160], [-1.6329, -0.9466, -0.2088], [-0.0722, 0.0318, -1.2973], [0.2148, -0.5245, 2.4074], [-2.2054, 0.1882, 0.1873], [1.5791, 1.4689, 0.1872], [0.7284, -1.1179, -1.0920]],
  "nbo_charge": [-0.16, -0.32, -0.72, -0.32, 0.82, 0.24, 0.13, 0.25, 0.07],
  "total_charge": 0,
  "homo_lumo_gap_ev": [5.9, 6.4],
  "s_squared": 2.011,
  "multiplicity": 3,
  "e_lumo_ev": [0.36, -3.05]
}

---

Q | {
  "formula": "C2H4OS2",
  "method": "wB97M-V/def2-TZVPD",
  "symbols": ["C", "C", "O", "S", "S", "H", "H", "H", "H"],
  "positions_angstrom": [[0.9562, 0.1051, 0.3552], [-0.2287, 0.9512, 0.3667], [-1.3110, -1.2656, -0.5009], [0.1590, -1.6312, 0.1293], [-0.7615, 1.5576, -1.0130], [1.5199, 0.2878, 1.2701], [1.6641, 0.1239, -0.4926], [-0.7566, 0.8581, 1.3021], [-1.2414, -0.9868, -1.4170]],
  "nbo_charge": [-0.60, -0.54, -0.80, 0.94, -0.21, 0.26, 0.25, 0.18, 0.53],
  "total_charge": 0,
  "homo_lumo_gap_ev": [5.3, 3.6],
  "s_squared": 2.010,
  "multiplicity": 3,
  "e_lumo_ev": [-0.42, -3.86]
}

---

Structures ranked by computed energy, the most stable listed first: Q, P.

---

P | {
  "formula": "C3H2Cl2O2",
  "method": "wB97M-V/def2-TZVPD",
  "symbols": ["O", "C", "C", "O", "C", "Cl", "Cl", "H", "H"],
  "positions_angstrom": [[-1.9045, 0.8253, -0.5800], [-1.5117, 0.5353, 0.4914], [-0.0373, -0.6145, 0.5025], [0.0605, -1.5548, 1.2218], [0.9638, -0.1908, -0.5859], [1.1847, 1.5488, -0.6011], [2.5828, -1.0535, -0.3364], [-1.8976, 0.7614, 1.4090], [0.5593, -0.2571, -1.5213]],
  "nbo_charge": [-0.47, 0.40, 0.48, -0.47, -0.30, 0.01, -0.02, 0.14, 0.24],
  "total_charge": 0,
  "homo_lumo_gap_ev": 9.4,
  "e_lumo_ev": -0.19
}

---

Q | {
  "formula": "C3H2Cl2O2",
  "method": "wB97M-V/def2-TZVPD",
  "symbols": ["C", "C", "C", "O", "O", "Cl", "Cl", "H", "H"],
  "positions_angstrom": [[-1.4005, 1.3592, 0.7626], [0.5740, 0.3119, -0.6466], [0.6834, -1.1712, -0.2251], [-2.4975, 0.9765, 0.9097], [1.1184, 0.8768, -1.5379], [2.2345, -1.8920, -0.7466], [0.2022, -1.1547, 1.4669], [-0.7968, 2.3027, 0.7368], [-0.1177, -1.6092, -0.7198]],
  "nbo_charge": [0.39, 0.47, -0.36, -0.46, -0.49, 0.01, 0.02, 0.17, 0.24],
  "total_charge": 0,
  "homo_lumo_gap_ev": [8.6, 7.5],
  "e_lumo_ev": [0.20, -0.49]
}

---

Structures ranked by computed energy, the most stable listed first: P, Q.

---

P | {
  "formula": "C2H6F2Si",
  "method": "wB97M-V/def2-TZVPD",
  "symbols": ["C", "Si", "C", "F", "F", "H", "H", "H", "H", "H", "H"],
  "positions_angstrom": [[-0.6052, -0.1554, -1.5239], [0.0221, -0.6084, 0.2210], [0.4808, 0.8779, 1.3268], [1.3710, -1.4277, -0.1254], [-0.7100, -1.7312, 1.0990], [-0.5268, -1.1927, -1.9268], [-1.6717, 0.1834, -1.6880], [0.0347, 0.4670, -2.0640], [0.5341, 0.6107, 2.3255], [1.4372, 1.4045, 1.1649], [-0.3664, 1.5721, 1.1909]],
  "nbo_charge": [-1.15, 2.13, -1.16, -0.66, -0.64, 0.24, 0.25, 0.25, 0.24, 0.26, 0.23],
  "total_charge": 0,
  "homo_lumo_gap_ev": 11.9,
  "e_lumo_ev": 0.82
}

---

Q | {
  "formula": "C2H6F2Si",
  "method": "wB97M-V/def2-TZVPD",
  "symbols": ["C", "C", "F", "F", "Si", "H", "H", "H", "H", "H", "H"],
  "positions_angstrom": [[1.2624, -0.7621, 0.5605], [-1.5579, 0.1280, -0.2984], [-1.5901, -1.1803, 0.1064], [-2.6429, 0.6904, 0.2595], [0.2103, 0.7291, 0.1943], [0.9660, -1.2789, 1.5471], [1.4173, -1.4193, -0.3273], [2.3475, -0.3827, 0.4284], [-1.7361, 0.0392, -1.4596], [0.4074, 2.0948, 0.6615], [0.9161, 1.3417, -1.6723]],
  "nbo_charge": [-1.17, 0.20, -0.37, -0.34, 1.10, 0.26, 0.28, 0.27, 0.16, -0.14, -0.26],
  "total_charge": 0,
  "homo_lumo_gap_ev": 9.8,
  "e_lumo_ev": 0.23
}

---

Structures ranked by computed energy, the most stable listed first: P, Q.

---

P | {
  "formula": "F3H2PSi",
  "method": "wB97M-V/def2-TZVPD",
  "symbols": ["F", "F", "F", "Si", "P", "H", "H"],
  "positions_angstrom": [[1.3490, -1.4406, -0.4558], [-0.9342, -1.0625, -1.2833], [-0.9100, -2.0521, 1.5535], [0.0391, -0.6205, -0.1070], [0.5364, 1.4357, 0.5293], [0.7014, 1.8303, -0.8073], [-0.7816, 1.9098, 0.5705]],
  "nbo_charge": [-0.65, -0.64, -0.71, 2.05, -0.13, 0.03, 0.04],
  "total_charge": 0,
  "homo_lumo_gap_ev": 10.5,
  "e_lumo_ev": -0.91
}

---

Q | {
  "formula": "F3H2PSi",
  "method": "wB97M-V/def2-TZVPD",
  "symbols": ["F", "F", "F", "Si", "P", "H", "H"],
  "positions_angstrom": [[1.5440, 0.9560, 0.2783], [1.0341, -0.3572, -1.9030], [0.9817, -2.0004, 0.3561], [0.5612, -0.0581, -0.4387], [-1.5778, 0.1044, 0.1026], [-0.9568, -0.1554, 1.4366], [-1.5863, 1.5108, 0.1680]],
  "nbo_charge": [-0.65, -0.64, -0.70, 2.07, -0.16, 0.06, 0.02],
  "total_charge": 0,
  "homo_lumo_gap_ev": 11.6,
  "e_lumo_ev": 0.08
}

---

Structures ranked by computed energy, the most stable listed first: Q, P.

---

P | {
  "formula": "C30H21BrN7S2SbSe4Ti",
  "method": "wB97M-V/def2-TZVPD",
  "symbols": ["Ti", "S", "C", "C", "C", "C", "C", "C", "N", "C", "C", "C", "C", "C", "C", "C", "C", "N", "C", "C", "C", "C", "C", "S", "C", "H", "H", "H", "H", "H", "H", "H", "H", "H", "H", "H", "H", "C", "C", "C", "N", "H", "H", "H", "H", "H", "N", "C", "N", "C", "N", "Br", "C", "C", "C", "C", "N", "C", "H", "H", "H", "H", "Se", "Sb", "Se", "Se", "Se"],
  "positions_angstrom": [[0.0048, -0.1082, -0.2827], [-4.8555, 4.8105, -0.8961], [-4.7795, 5.8288, -2.2688], [-3.8360, 5.4050, -3.1501], [-3.1606, 4.2311, -2.7084], [-3.6056, 3.7823, -1.5015], [-3.1419, 2.6153, -0.7314], [-2.3407, 1.6732, -1.3518], [-1.8675, 0.5880, -0.7299], [-2.2146, 0.3752, 0.5833], [-3.0047, 1.3077, 1.3052], [-3.2500, 1.0228, 2.6831], [-2.7050, -0.0921, 3.2721], [-1.9070, -1.0171, 2.5676], [-1.3205, -2.2064, 3.1301], [-0.5467, -3.0486, 2.4110], [-0.2308, -2.7144, 0.9635], [-1.0509, -1.6718, 0.3654], [-1.6983, -0.8028, 1.1901], [-0.0477, -4.2891, 3.0165], [0.0486, -4.6019, 4.3519], [0.5228, -5.9170, 4.5983], [0.7998, -6.5943, 3.4505], [0.4750, -5.6393, 2.0697], [-3.4535, 2.4319, 0.6197], [-5.4379, 6.6816, -2.3378], [-3.6085, 5.9018, -4.0834], [-2.3629, 3.7700, -3.2833], [-2.0553, 1.7790, -2.3904], [-3.8545, 1.7161, 3.2566], [-2.8864, -0.2848, 4.3263], [-1.5700, -2.4565, 4.1571], [-0.2673, -3.6168, 0.3440], [-0.2069, -3.8978, 5.1329], [0.6618, -6.3305, 5.5897], [1.1758, -7.5994, 3.3373], [-4.0389, 3.1791, 1.1446], [5.6362, 1.8302, -1.6590], [4.5262, 0.8075, -1.9140], [3.6642, 0.6234, -0.7445], [2.9768, 0.4868, 0.1627], [6.2441, 1.9274, -2.5594], [6.2705, 1.5303, -0.8245], [5.1977, 2.8043, -1.4450], [4.9364, -0.1651, -2.1883], [3.9169, 1.1536, -2.7506], [0.4530, 1.5429, 0.7668], [0.2301, 2.6365, 0.3788], [0.1126, 3.8148, -0.0435], [-0.7386, 4.7657, 0.2710], [-1.4414, 5.6516, 0.5373], [2.6507, -4.6522, -2.9487], [2.2188, -3.5685, -1.4463], [2.7102, -3.9309, -0.1426], [2.3318, -3.2186, 0.9233], [1.2738, -2.1650, 0.7702], [1.2624, -1.5824, -0.5753], [1.5805, -2.3798, -1.6112], [3.4234, -4.7437, -0.0562], [2.7388, -3.4051, 1.9103], [1.3987, -1.3660, 1.5169], [1.3660, -1.9927, -2.5972], [2.9995, 3.5601, -3.9962], [1.2364, 1.9230, -4.3416], [0.6078, 0.7570, -2.2360], [-0.6835, 2.7824, -5.5409], [2.5169, 0.3618, -5.7675]],
  "nbo_charge": [1.04, 0.42, -0.43, -0.24, -0.24, -0.22, -0.04, 0.06, -0.46, 0.10, 0.02, -0.30, -0.14, -0.20, -0.17, 0.01, -0.09, -0.58, 0.19, -0.22, -0.27, -0.26, -0.46, 0.47, -0.20, 0.22, 0.22, 0.26, 0.24, 0.20, 0.20, 0.19, 0.20, 0.21, 0.21, 0.22, 0.21, -0.59, -0.53, 0.35, -0.36, 0.21, 0.19, 0.23, 0.24, 0.28, -0.66, 0.69, -0.66, 0.47, -0.49, -0.02, -0.26, -0.23, -0.24, -0.09, -0.61, 0.06, 0.21, 0.20, 0.21, 0.23, -0.64, 1.07, -0.48, -0.77, -0.38],
  "total_charge": -2,
  "homo_lumo_gap_ev": [4.9, 4.6],
  "s_squared": 2.092,
  "multiplicity": 3,
  "e_lumo_ev": [3.67, 2.52]
}

---

Q | {
  "formula": "C30H21BrN7S2SbSe4Ti",
  "method": "wB97M-V/def2-TZVPD",
  "symbols": ["Ti", "S", "C", "C", "C", "C", "C", "C", "N", "C", "C", "C", "C", "C", "C", "C", "C", "N", "C", "C", "C", "C", "C", "S", "C", "H", "H", "H", "H", "H", "H", "H", "H", "H", "H", "H", "H", "C", "C", "C", "N", "H", "H", "H", "H", "H", "N", "C", "N", "C", "N", "Br", "C", "C", "C", "C", "N", "C", "H", "H", "H", "H", "Se", "Sb", "Se", "Se", "Se"],
  "positions_angstrom": [[0.9182, -0.1127, -0.6700], [-0.3257, 5.7135, -0.7178], [-1.1092, 7.2507, -0.7693], [-2.4596, 7.1155, -0.7639], [-2.8861, 5.7654, -0.7188], [-1.8510, 4.8574, -0.6929], [-1.9171, 3.4181, -0.6692], [-0.7569, 2.6464, -0.6993], [-0.7068, 1.3247, -0.7271], [-1.9108, 0.6323, -0.6911], [-3.1515, 1.3270, -0.6214], [-4.3524, 0.5417, -0.5478], [-4.3160, -0.8077, -0.5335], [-3.0809, -1.5278, -0.6101], [-3.0124, -2.9110, -0.5690], [-1.7735, -3.5491, -0.6683], [-0.6612, -2.7219, -0.8475], [-0.6636, -1.3979, -0.8362], [-1.8790, -0.7677, -0.7116], [-1.5787, -4.9903, -0.5695], [-2.5155, -5.9954, -0.5416], [-1.9365, -7.2791, -0.4070], [-0.5741, -7.2388, -0.3231], [0.0217, -5.6484, -0.4109], [-3.1513, 2.7088, -0.6237], [-0.5136, 8.1480, -0.8061], [-3.1385, 7.9570, -0.7955], [-3.9241, 5.4673, -0.7095], [0.1956, 3.1633, -0.6896], [-5.2970, 1.0720, -0.4967], [-5.2334, -1.3831, -0.4674], [-3.9207, -3.4925, -0.4580], [0.2964, -3.1957, -1.0286], [-3.5828, -5.8276, -0.6192], [-2.5124, -8.1944, -0.3705], [0.1483, -8.0316, -0.2100], [-4.0899, 3.2473, -0.5779], [0.5675, -1.8140, 4.2739], [0.9986, -0.3849, 3.9118], [0.7128, -0.1177, 2.5177], [0.4263, 0.0012, 1.4142], [0.7253, -1.9896, 5.3370], [1.1524, -2.5411, 3.7111], [-0.4864, -1.9682, 4.0462], [2.0694, -0.2577, 4.0844], [0.4724, 0.3577, 4.5155], [1.4533, -0.2129, -2.5968], [2.5685, 0.0669, -2.8823], [3.7208, 0.3127, -3.3116], [4.6062, 1.1848, -2.9083], [5.3956, 1.9805, -2.6089], [4.5657, 2.3445, 3.0996], [3.7054, 2.4029, 1.4094], [3.6733, 3.5803, 0.6803], [3.0321, 3.5150, -0.5469], [2.4089, 2.3518, -0.9377], [2.3902, 1.2182, -0.1969], [3.1033, 1.2587, 0.9463], [4.1480, 4.4842, 1.0308], [3.0086, 4.3755, -1.2010], [1.9191, 2.3025, -1.9018], [3.2146, 0.3290, 1.4894], [2.8096, -2.9452, -1.6980], [3.4166, -4.4089, 0.4256], [2.2371, -1.7827, 0.0974], [5.7921, -4.0042, 0.8240], [3.3948, -6.9232, 0.1452]],
  "nbo_charge": [0.99, 0.38, -0.44, -0.25, -0.31, -0.17, -0.12, 0.10, -0.58, 0.16, -0.05, -0.20, -0.20, -0.04, -0.16, -0.05, 0.10, -0.50, 0.10, -0.27, -0.27, -0.29, -0.41, 0.56, -0.27, 0.22, 0.21, 0.21, 0.18, 0.20, 0.20, 0.20, 0.24, 0.20, 0.20, 0.27, 0.19, -0.59, -0.52, 0.45, -0.37, 0.21, 0.25, 0.21, 0.26, 0.24, -0.65, 0.67, -0.66, 0.46, -0.50, 0.06, -0.10, -0.19, -0.21, 0.03, -0.47, 0.02, 0.23, 0.23, 0.23, 0.25, -0.36, 0.63, -0.20, -0.94, -1.04],
  "total_charge": -2,
  "homo_lumo_gap_ev": [3.5, 3.5],
  "s_squared": 2.041,
  "multiplicity": 3,
  "e_lumo_ev": [3.23, 3.22]
}

---

Structures ranked by computed energy, the most stable listed first: Q, P.

---

P | {
  "formula": "C12H18NS",
  "method": "wB97M-V/def2-TZVPD",
  "symbols": ["C", "C", "C", "C", "C", "C", "C", "C", "C", "C", "C", "C", "N", "S", "H", "H", "H", "H", "H", "H", "H", "H", "H", "H", "H", "H", "H", "H", "H", "H", "H", "H"],
  "positions_angstrom": [[1.1699, -1.3887, 1.3004], [2.1360, 0.6205, 0.5399], [-0.3464, 0.7818, 1.4474], [0.9244, 0.1983, -2.0723], [1.1867, 0.0968, 1.6082], [1.0054, -1.3911, -0.2338], [1.3417, 0.0837, -0.6436], [0.0962, 0.8691, -0.9998], [-1.0423, 0.9396, 0.1260], [-2.6615, 0.9371, 0.2908], [1.8419, -2.4807, -0.8663], [-3.3284, 0.7816, -1.0095], [-3.2785, 1.0390, 1.4372], [-0.4332, 2.5408, -0.7038], [2.1040, -1.8367, 1.5479], [0.5298, -2.0283, 1.9053], [2.2384, 1.6073, 0.6647], [3.2010, 0.2401, 0.6168], [-0.9445, 0.0416, 1.8949], [-0.3788, 1.6632, 2.0119], [1.1669, 0.8371, -2.8630], [0.6449, -0.7618, -2.3246], [1.4105, 0.1606, 2.6581], [-0.0995, -1.5052, -0.4066], [1.8662, -2.4400, -2.0179], [1.5307, -3.5378, -0.5695], [2.8976, -2.2693, -0.5643], [-3.6475, 1.7577, -1.5124], [-4.3937, 0.2805, -0.8883], [-2.8921, 0.2055, -1.7407], [-4.2813, 0.8312, 1.1563], [0.4359, 3.1267, 0.2105]],
  "nbo_charge": [-0.42, -0.41, -0.48, -0.35, -0.18, -0.22, -0.02, -0.17, 0.00, 0.27, -0.62, -0.73, -0.54, 0.55, 0.22, 0.24, 0.21, 0.25, 0.26, 0.23, 0.25, 0.25, 0.24, 0.21, 0.21, 0.25, 0.22, 0.26, 0.25, 0.24, 0.37, 0.16],
  "total_charge": 1,
  "homo_lumo_gap_ev": 9.8,
  "e_lumo_ev": -4.08
}

---

Q | {
  "formula": "C12H18NS",
  "method": "wB97M-V/def2-TZVPD",
  "symbols": ["C", "C", "C", "C", "C", "C", "C", "C", "C", "C", "C", "C", "N", "S", "H", "H", "H", "H", "H", "H", "H", "H", "H", "H", "H", "H", "H", "H", "H", "H", "H", "H"],
  "positions_angstrom": [[-0.1863, 1.8913, 1.8408], [-1.1645, 1.0487, 1.4840], [-0.5402, 1.4590, -0.8575], [1.0480, -0.3308, 0.0650], [-1.1535, 1.9065, -1.9235], [0.9066, 2.4164, 0.9167], [-1.1031, 0.4367, 0.1026], [0.8072, 1.6808, -0.3433], [-1.2284, -2.3109, -1.2413], [-1.6190, -2.1763, 1.2228], [3.6718, -0.2252, -0.5521], [-0.6828, -1.9870, 0.1183], [-0.2003, -0.6616, 0.1677], [2.4703, -1.2240, 0.3734], [-0.2852, 2.2616, 2.8685], [-1.8279, 0.6772, 2.2345], [-0.7221, 2.5760, -2.4972], [-2.1996, 1.8386, -2.0196], [0.5756, 3.4078, 0.6945], [1.9539, 2.2918, 1.3460], [-2.1028, 0.2488, -0.4039], [1.7294, 1.7581, -1.0599], [-0.3845, -2.6844, -1.7797], [-2.1094, -3.0382, -1.2203], [-1.7106, -1.4000, -1.7771], [-2.5661, -1.6760, 0.8754], [-1.4498, -1.8503, 2.2047], [-1.9644, -3.1070, 1.4246], [3.8092, -0.8337, -1.4674], [4.7041, -0.3776, -0.1685], [3.3723, 0.6896, -1.0134], [0.1521, -2.7057, 0.3853]],
  "nbo_charge": [-0.14, -0.22, -0.05, 0.18, -0.30, -0.51, -0.14, -0.06, -0.62, -0.63, -0.77, -0.07, -0.38, 0.42, 0.23, 0.24, 0.20, 0.21, 0.26, 0.25, 0.26, 0.24, 0.23, 0.25, 0.22, 0.20, 0.23, 0.24, 0.25, 0.27, 0.25, 0.22],
  "total_charge": 1,
  "homo_lumo_gap_ev": 9.7,
  "e_lumo_ev": -3.41
}

---

Structures ranked by computed energy, the most stable listed first: Q, P.